{
  "formula": "H6N3PS",
  "method": "ωB97M-V/def2-TZVPD",
  "gap_ev": 9.840,
  "charge": 0,
  "e_tot_ha": -907.37553,
  "smiles": "[H]/N=P/N.NS",
  "symbols": ["N", "N", "N", "P", "S", "H", "H", "H", "H", "H", "H"],
  "coordinates": [[-0.84228, 1.41645, -0.29411], [0.54230, -1.71381, 1.19049], [2.04452, -0.78431, -0.48163], [1.41507, -0.41174, 0.86819], [-2.20116, 1.61262, -1.24673], [-0.42060, 2.37431, -0.12862], [-0.11389, 0.90057, -0.73831], [-0.18861, -1.66976, 1.86115], [0.22996, -2.38810, 0.48896], [-3.04758, 0.78988, -0.59808], [2.58227, -0.12612, -0.92132]],
  "mulliken_charge": [-0.5097, -0.4407, -0.5412, 0.2055, -0.1471, 0.2600, 0.2844, 0.2383, 0.3082, 0.1050, 0.2374]
}